1.
The following is a DFT calculation (ωB97M-V/def2-TZVPD) of a molecular structure, C53H121N4O10V.

```
189
Properties=species:S:1:pos:R:3
V 4.24467 0.78986 3.45790
C 1.37201 -0.53762 0.44618
C 1.30572 0.65443 1.52710
O 2.54686 0.85023 2.19849
H 1.92250 -0.27509 -0.45722
H 0.33305 -0.65024 0.13636
H 1.83089 -1.43121 0.86929
H 0.34805 0.55271 2.03763
H 1.22330 1.63913 1.06701
C 5.00009 0.80270 -0.48077
C 5.20843 -0.26779 0.57206
C 6.29627 -1.36971 0.20278
O 5.55307 0.41787 1.77305
H 5.81783 1.51329 -0.36047
H 4.11964 1.44212 -0.41712
H 5.01941 0.32079 -1.45826
H 4.37044 -0.91890 0.82095
H 5.97007 -1.96488 -0.65015
H 6.50361 -2.04630 1.03184
H 7.29422 -1.02489 -0.06793
H 6.48130 0.64990 1.69467
C 4.57282 -3.30836 4.78879
C 4.40484 -2.39639 3.55417
C 3.57089 -3.11026 2.48405
O 3.67253 -1.24867 3.93598
H 4.86118 -2.82809 5.72382
H 5.36041 -4.04872 4.64859
H 3.61289 -3.81099 4.90715
H 5.42866 -2.19386 3.23972
H 2.66649 -3.53415 2.92047
H 4.07573 -4.02336 2.16864
H 3.27156 -2.55776 1.59340
H 2.87048 -1.61364 4.31693
C 3.87149 4.67460 -0.58669
C 2.62973 4.75179 0.31875
C 1.43250 4.20169 -0.44169
O 2.78293 3.87669 1.43252
H 4.64147 5.23508 -0.05650
H 3.57999 5.23409 -1.47556
H 4.18131 3.63779 -0.71757
H 2.35440 5.71514 0.74799
H 1.01300 4.90339 -1.16261
H 0.53869 3.99546 0.14709
H 1.64218 3.33972 -1.07505
H 1.98419 3.34740 1.49156
C 1.08876 1.56231 6.49996
C 1.85586 1.98048 5.20851
C 1.72020 3.43303 4.84362
O 3.22540 1.60994 5.12425
H 0.09583 1.99940 6.60553
H 1.61944 2.02176 7.33386
H 1.06883 0.47636 6.59173
H 1.22720 1.38943 4.54251
H 2.23159 4.04823 5.58396
H 0.68138 3.72307 5.00116
H 2.06320 3.64289 3.83050
H 3.66263 1.83622 5.94841
C -0.39911 -3.32442 3.96680
C -0.03346 -1.88378 4.18931
C -1.29485 -1.24482 4.86884
O 1.09170 -1.70602 4.92427
H 0.44128 -3.99641 3.79283
H -1.15911 -3.25916 3.18818
H -0.98371 -3.81237 4.74671
H 0.27170 -1.37120 3.27704
H -1.13856 -0.18549 5.07253
H -1.65660 -1.75727 5.76026
H -2.19504 -1.34294 4.26210
H 0.84855 -1.86640 5.83901
C -2.56617 3.89885 5.32808
C -3.35822 3.28200 4.21959
C -4.66771 4.12389 4.10997
C -4.52824 5.43825 3.39246
C -3.74888 5.26176 2.05096
C -2.52926 4.38738 2.07378
N -2.71250 3.18815 2.92233
O -1.52779 2.40903 2.97855
C -2.25919 3.86222 0.56956
C -1.31982 5.27375 2.58217
C -3.85291 1.85964 4.73067
H -2.53033 4.98818 5.34169
H -1.51077 3.62640 5.32629
H -3.00746 3.65236 6.29380
H -5.43065 3.62438 3.51290
H -5.14774 4.26363 5.07855
H -4.04680 6.17984 4.02993
H -5.51328 5.84116 3.15698
H -3.57127 6.30720 1.79873
H -4.49564 4.83960 1.37848
H -1.95211 4.72472 -0.02196
H -1.37510 3.22668 0.62042
H -3.05074 3.29676 0.07783
H -0.97242 5.98635 1.83410
H -1.66509 5.93341 3.37825
H -0.52062 4.66900 3.01071
H -4.42804 1.99130 5.64719
H -3.05593 1.17338 5.01696
H -4.46267 1.30733 4.01565
H -1.95806 1.58230 2.74837
C 1.64093 -5.62376 -5.68945
C 1.98447 -4.34007 -4.78594
C 0.68121 -3.59436 -4.55854
C 0.70754 -2.49760 -3.47970
C 1.19292 -3.16409 -2.21260
C 2.58337 -3.85767 -2.21170
N 2.47767 -4.75448 -3.40918
O 3.59796 -5.61471 -3.54004
C 3.70927 -2.75079 -2.35373
C 2.65457 -4.57351 -0.80868
C 2.97156 -3.50646 -5.54935
H 2.37787 -6.42257 -5.60623
H 1.32625 -5.31918 -6.68760
H 0.83093 -6.13925 -5.17343
H 0.29138 -3.20063 -5.49721
H -0.04558 -4.36701 -4.30773
H -0.33597 -2.20106 -3.37358
H 1.19144 -1.56544 -3.77129
H 0.43874 -3.92758 -2.02184
H 1.09813 -2.33762 -1.50828
H 4.65054 -3.12157 -2.75946
H 3.34243 -2.04126 -3.09542
H 3.87405 -2.30103 -1.37461
H 3.66493 -4.61207 -0.40151
H 1.96983 -3.95719 -0.22612
H 2.26591 -5.58352 -0.93880
H 3.95027 -3.95379 -5.37578
H 3.05816 -2.49334 -5.15667
H 2.87663 -3.48057 -6.63490
H 3.17923 -6.46754 -3.40240
C -2.32299 2.22148 -6.36403
C -0.89186 2.46391 -5.90490
C -0.79425 3.98567 -5.63938
C -1.26056 4.44356 -4.26687
C -0.81979 3.52543 -3.09929
C -0.99488 2.01728 -3.41155
N -0.49502 1.67538 -4.71745
O -0.46772 0.29295 -4.96126
C -0.23911 1.20774 -2.29037
C -2.50369 1.66075 -3.32215
C 0.18735 2.27561 -6.93856
H -2.42144 2.54624 -7.39986
H -3.05993 2.73124 -5.74342
H -2.55288 1.15622 -6.34223
H 0.25808 4.26316 -5.70021
H -1.25957 4.62740 -6.38755
H -2.33143 4.59219 -4.40563
H -0.92395 5.44540 -4.00019
H -1.43928 3.70309 -2.22021
H 0.25119 3.72156 -3.04797
H 0.80758 1.51113 -2.26794
H -0.70752 1.35651 -1.31745
H -0.23236 0.12780 -2.43796
H -2.91679 0.78630 -3.82492
H -2.79077 1.66653 -2.27065
H -3.10709 2.53042 -3.58231
H 1.23385 2.31029 -6.63569
H 0.05935 2.90087 -7.82217
H -0.01366 1.27447 -7.31990
H 0.46508 0.06671 -4.94393
C -3.52090 -0.76023 0.22504
C -3.42059 -1.90866 -0.78382
C -2.21287 -2.80777 -0.23889
C -2.18018 -4.13687 -1.00322
C -3.42592 -4.98802 -0.76591
C -4.67858 -4.22284 -1.18700
N -4.61594 -2.78047 -0.57007
O -5.82238 -2.10348 -0.85196
C -4.89101 -4.26282 -2.70892
C -5.87355 -4.89687 -0.52867
C -3.13220 -1.42509 -2.13885
H -4.50947 -0.31347 0.11897
H -2.76649 0.00495 0.04213
H -3.60096 -1.05433 1.27155
H -1.25377 -2.35180 -0.48447
H -2.18002 -2.92997 0.84374
H -1.27035 -4.63303 -0.66537
H -2.10657 -4.16485 -2.09038
H -3.46536 -5.25545 0.29004
H -3.35293 -5.83580 -1.44712
H -3.99131 -4.07692 -3.29550
H -5.44857 -5.16244 -2.96953
H -5.60925 -3.49522 -2.99707
H -5.94918 -5.97411 -0.67678
H -5.83405 -4.80770 0.55696
H -6.83586 -4.48614 -0.83420
H -2.21626 -0.84671 -2.25980
H -3.95459 -0.89945 -2.62410
H -2.87069 -2.27583 -2.76809
H -6.28186 -2.02313 -0.01290
```

The multiplicity is 4. Its net charge is +1. The value obtained for the HOMO energy (spin up / spin down) is -0.3535 / -0.3535 hartree. For the LUMO energy (spin up / spin down), the calculation gives -3.2 / -3.3 eV.


2.
The following is a DFT calculation (ωB97M-V/def2-TZVPD) of a single C7H10 molecule.

```
17
Properties=species:S:1:pos:R:3
C -1.03327 0.46108 -1.21254
C -0.81687 -0.81170 -0.41751
C 0.66194 -1.11437 -0.51987
C 1.17497 0.17932 0.09870
C 0.67735 0.12678 1.56040
C -0.71377 0.21380 0.91212
C -0.08214 1.09595 -0.20788
H -0.87026 0.39505 -2.29061
H -2.03941 0.86144 -1.01175
H -1.29124 -1.69755 -0.88380
H 0.89564 -1.26766 -1.57674
H 0.91832 -2.02891 0.03258
H 2.20067 0.46372 -0.13609
H 0.94966 -0.69436 2.23395
H 0.92105 1.07832 2.06052
H -1.59354 0.56344 1.46599
H 0.04091 2.17565 -0.10748
```

The multiplicity is 1. The value obtained for the HOMO energy is -0.3723 hartree. For the LUMO energy, the calculation gives 1.2 eV.


3.
The following is a DFT calculation (ωB97M-V/def2-TZVPD) of 5 unconnected molecules or ions with the total composition C28H44FN6O4.

```
83
Properties=species:S:1:pos:R:3
C -0.19519 -0.59471 2.25368
C -0.82094 0.86763 1.86402
N -1.56215 0.93689 0.55506
C -0.71409 0.58221 -0.64290
C -0.71653 1.74986 -1.79954
N 0.45861 1.71625 -2.74916
F -0.04119 2.13292 -3.96937
C 0.98070 0.29198 -3.03369
O 2.13429 -0.08232 -2.19830
C 2.24925 -1.55751 -2.15832
C 2.12357 -2.49973 -0.82244
O 2.52796 -2.20837 -3.32190
C 1.58328 2.67150 -2.42744
C 1.81789 2.99508 -0.84433
C 3.43844 3.29592 -0.55721
O 1.14070 4.29543 -0.55791
C -2.89936 0.24142 0.57254
C -3.55781 -0.62428 1.79574
O -3.66817 0.38913 -0.54228
H 0.12101 -0.62639 3.39707
H 0.81731 -0.78760 1.65347
H -0.90303 -1.50671 2.05654
H 0.09192 1.63064 1.78812
H -1.48797 1.25800 2.74944
H 0.37440 0.30848 -0.31469
H -1.22825 -0.37256 -1.14230
H -0.92198 2.82743 -1.32780
H -1.68343 1.53758 -2.46820
H 1.39545 0.35372 -4.15194
H 0.11891 -0.50885 -3.06846
H 2.32006 -3.64531 -1.08872
H 2.94512 -2.21808 -0.00834
H 1.03700 -2.47812 -0.34835
H 2.62765 2.37576 -2.91987
H 1.29545 3.70752 -2.94675
H 1.53010 2.14152 -0.09951
H 4.12238 2.98202 -1.45344
H 3.80169 2.69224 0.40641
H 3.63523 4.42910 -0.32551
H 0.91526 4.35455 0.41644
H -3.09770 -0.39369 2.86462
H -4.72156 -0.52705 1.90362
H -3.34529 -1.78544 1.61815
N 4.83386 -4.64632 -2.02355
C 4.26564 -5.48180 -1.09746
C 5.24767 -6.32293 -0.62383
C 6.45181 -5.97866 -1.28320
C 6.16797 -4.93850 -2.13961
H 4.34542 -3.92624 -2.53983
H 3.21366 -5.40754 -0.85658
H 5.11175 -7.09968 0.11746
H 7.42173 -6.43942 -1.14741
H 6.79918 -4.38361 -2.82081
N 3.91528 -9.42753 1.46945
C 3.89202 -10.79587 1.39436
C 2.58947 -11.18836 1.18106
C 1.80026 -10.01508 1.11945
C 2.64491 -8.94236 1.29771
H 4.74075 -8.86390 1.62611
H 4.80165 -11.37167 1.50043
H 2.24509 -12.20935 1.07949
H 0.73100 -9.95870 0.96137
H 2.45103 -7.87825 1.31830
N -3.59190 4.08355 -0.10371
C -3.74110 4.96877 -1.13940
C -3.26477 6.19261 -0.72524
C -2.80675 6.03859 0.60507
C -3.01808 4.72578 0.96258
H -3.86204 3.10873 -0.12344
H -4.17373 4.65330 -2.07935
H -3.24781 7.09817 -1.31770
H -2.36921 6.80287 1.23430
H -2.81102 4.19539 1.88246
N -7.36240 7.41194 3.09024
C -7.03902 6.27508 2.39634
C -5.92548 6.54491 1.63251
C -5.56098 7.89014 1.87895
C -6.46343 8.40058 2.78503
H -8.14182 7.50636 3.72839
H -7.62830 5.37432 2.50398
H -5.42860 5.84779 0.97035
H -4.72930 8.42838 1.44295
H -6.54341 9.38044 3.23650
```

The multiplicity is 1. Its net charge is +1. The value obtained for the HOMO energy is -0.3480 hartree. For the LUMO energy, the calculation gives -3.5 eV.


4.
The following is a DFT calculation (ωB97M-V/def2-TZVPD) of a molecular structure, C16H29N4OPb.

```
51
Properties=species:S:1:pos:R:3
Pb -5.61898 11.31561 -34.30211
O -7.58772 12.54336 -34.87780
H -7.66475 13.24177 -35.53435
C -1.43042 9.09983 -39.28380
C -2.25936 9.98737 -38.34928
C -3.72272 9.64062 -38.55266
C -4.54861 10.61809 -37.81509
N -5.21238 11.36517 -37.24543
H -1.69490 8.04449 -39.29857
H -0.40101 9.09400 -38.91353
H -1.35063 9.58622 -40.25494
H -1.96997 11.02752 -38.49589
H -2.03824 9.79263 -37.29649
H -3.97511 8.71038 -38.03888
H -4.01415 9.54103 -39.59692
C -8.55285 13.62636 -30.88180
C -9.51956 12.40778 -30.94615
C -9.34246 11.60903 -32.22809
C -8.11413 10.80251 -32.22878
N -7.11102 10.23598 -32.22850
H -7.56930 13.25946 -30.59207
H -9.04932 14.29355 -30.18115
H -8.48315 14.05310 -31.88109
H -10.55124 12.75999 -31.00168
H -9.50046 11.69181 -30.12359
H -9.44359 12.24055 -33.11142
H -10.25163 11.00216 -32.23722
C -0.49550 10.02827 -33.76308
C -0.55979 10.74835 -32.40515
C -1.53598 10.03603 -31.44650
C -2.87974 10.25865 -31.96096
N -3.92670 10.46635 -32.38707
H 0.32315 10.50817 -34.30341
H -1.38426 10.37664 -34.29517
H -0.38662 8.94999 -33.83916
H -0.93743 11.76985 -32.48278
H 0.41447 10.89121 -31.93679
H -1.54730 10.27543 -30.38236
H -1.29393 8.97108 -31.47887
C -2.86067 15.99590 -35.84252
C -1.77210 15.12295 -36.48737
C -2.30623 13.78814 -36.96827
C -2.89461 12.99360 -35.87243
N -3.25357 12.34824 -34.98990
H -3.31056 15.53901 -34.95958
H -3.65286 16.37035 -36.49315
H -2.42242 16.93045 -35.48547
H -1.01916 14.99108 -35.70770
H -1.29187 15.76700 -37.22281
H -1.58011 13.18308 -37.51079
H -3.13481 13.97159 -37.65855
```

The multiplicity is 1. Its net charge is +1. The value obtained for the HOMO energy is -0.4380 hartree. For the LUMO energy, the calculation gives -3.5 eV.


5.
The following is a DFT calculation (ωB97M-V/def2-TZVPD) of a molecular structure, C11H17BEuN6O3S.

```
40
Properties=species:S:1:pos:R:3
H 0.96490 3.30720 0.22220
N 0.53940 1.76420 -1.15030
B 0.16300 0.34330 -3.21310
N 0.53960 1.67520 -2.50550
C 0.90020 2.87030 -3.04100
Eu 0.00000 0.00000 0.00000
H 0.95750 2.99400 -4.12190
C 1.14160 3.76300 -1.99670
H 1.44850 4.80510 -2.07240
C 0.90000 3.01650 -0.82610
H 0.22510 0.47550 -4.41350
C -0.51920 -1.70180 1.05030
H -0.49460 -1.54540 2.14050
H 0.18150 -2.51550 0.78970
H -1.53830 -2.01140 0.75630
N -1.27790 -0.05290 -2.78910
N 1.14620 -0.76330 -2.74200
N -1.58270 -0.24590 -1.48030
N 1.25160 -1.07650 -1.42530
C -2.38820 -0.23870 -3.54910
C 2.00700 -1.52680 -3.46370
H -2.33970 -0.12520 -4.63170
H 2.06620 -1.41650 -4.54600
C -3.44810 -0.56370 -2.70270
C 2.69300 -2.36360 -2.58340
C -2.88820 -0.55320 -1.40960
C 2.18130 -2.03880 -1.31110
H -4.47940 -0.77520 -2.98180
H 3.45620 -3.10080 -2.82760
H -3.34990 -0.74500 -0.44100
H 2.43150 -2.43940 -0.32860
H -0.88820 0.78510 1.02440
C 1.47640 -0.75680 4.53660
S 1.09360 0.42290 3.21410
O -0.39450 0.79410 3.20690
O 1.66950 1.78400 3.63230
O 1.66250 0.25800 1.57390
H 0.87990 -0.48590 5.43420
H 2.55160 -0.68580 4.79950
H 1.20820 -1.78490 4.22360
```

The multiplicity is 8. The value obtained for the HOMO energy (spin up / spin down) is -0.2750 / -0.2704 hartree. For the LUMO energy (spin up / spin down), the calculation gives 0.4 / -1.4 eV.


6.
The following is a DFT calculation (ωB97M-V/def2-TZVPD) of a molecular structure, C5H22AgN10O7Y.

```
46
Properties=species:S:1:pos:R:3
Ag -1.05341 -1.50206 -2.80843
Y 2.94820 -2.38024 0.21869
O 1.91001 -3.60394 -2.73319
H 2.49577 -4.02998 -3.38887
O 0.13780 -0.61554 0.09086
H -0.12029 0.26885 -0.23438
C -2.93259 -0.86369 3.54920
O -3.75962 -0.90838 4.43586
N -1.66672 -0.85310 3.72992
N -3.25189 -0.96623 2.33107
H -1.14019 -0.78583 2.87065
H -1.26557 -1.17353 4.59969
H -2.49200 -0.80265 1.68615
H -4.16981 -1.15177 1.95278
C 3.76001 2.42652 1.23126
O 3.87461 1.49954 0.44341
N 3.80173 2.21812 2.48838
N 3.75402 3.72619 0.89920
H 3.99044 1.26111 2.75032
H 4.10957 2.95052 3.11204
H 3.93055 3.97112 -0.06462
H 3.71455 4.39086 1.65865
C -2.58526 3.35336 -0.61493
O -2.54157 2.48177 -1.53555
N -3.51601 4.25813 -0.49715
N -1.93236 3.32838 0.50936
H -3.69454 4.78203 0.34770
H -4.17594 4.39027 -1.25024
H -1.30969 2.57897 0.77536
H -1.71965 4.19714 0.97854
C 0.91933 2.38974 -6.38535
O -0.03752 3.02406 -6.76358
N 1.93223 1.99749 -7.12625
N 1.06051 2.01574 -5.12747
H 2.65753 1.45628 -6.67775
H 1.88205 2.12687 -8.12667
H 1.86062 1.47422 -4.83306
H 0.32098 2.29817 -4.50023
C -0.43602 -5.86573 2.42641
O 0.34498 -5.03511 2.01840
N -0.11724 -7.08084 2.78879
N -1.66067 -5.59943 2.70551
H -0.63952 -7.62721 3.45872
H 0.84399 -7.20357 2.50404
H -2.04911 -6.17382 3.43988
H -1.98230 -4.64279 2.66688
```

The multiplicity is 1. Its net charge is +2. The value obtained for the HOMO energy is -0.4836 hartree. For the LUMO energy, the calculation gives -10.2 eV.


no.,strongest force on any atom (eV/Å)
1,3.815
2,1.960
3,9.197
4,2.488
5,9.518
6,7.505